ORCA calculation (ωB97M-V with the def2-TZVPD basis set) on a structure of composition C43H52BBrN9O8S4Zr at a distorted geometry.

Structure (XYZ):
```
119
Properties=species:S:1:pos:R:3:forces:R:3:mulliken_charge:R:1
Zr -0.2895 0.4545 -1.2027 -1.114 -0.369 1.105 -0.043
C -5.2357 -4.0418 2.8310 0.009 -0.017 0.009 -1.767
C -4.8872 -2.9763 1.7868 0.087 0.064 -0.014 1.366
C -4.6682 -3.6768 0.4495 -0.038 -0.034 -0.009 -1.993
C -6.0275 -1.9663 1.6408 0.011 0.024 -0.020 -1.471
N -3.6843 -2.2368 2.2736 -0.240 -0.092 0.059 0.510
C -3.6764 -1.6996 3.5623 -0.029 -0.095 -0.168 -0.708
C -2.5551 -0.9791 3.6913 0.175 -0.003 -0.166 -1.123
N -1.8569 -1.0700 2.4992 0.102 0.218 0.146 0.624
B -0.5467 -0.3005 2.2314 -0.034 -0.010 0.442 1.726
N -0.7016 1.1220 2.7922 0.114 -0.225 0.198 0.565
C -0.1277 1.6359 3.9334 -0.039 -0.046 -0.132 -1.286
C -0.3745 2.9541 3.9466 -0.046 0.072 -0.158 -0.482
N -1.0906 3.2575 2.7875 -0.065 0.320 0.098 0.465
C -1.3056 2.1040 2.0976 0.142 0.067 -0.077 0.068
S -2.1878 1.8117 0.6533 -0.026 -0.313 0.054 -0.235
C -1.3076 4.6882 2.4107 0.003 -0.146 -0.011 1.604
C -2.0363 5.3753 3.5655 -0.027 -0.009 0.030 -1.812
C -2.1359 4.8553 1.1441 -0.027 0.009 0.000 -1.832
C 0.0710 5.3090 2.1746 0.042 -0.025 -0.039 -1.441
N 0.6354 -1.0390 2.8843 -0.254 -0.128 -0.091 0.580
C 0.5722 -2.3090 3.4499 0.057 0.304 -0.019 -1.041
C 1.8295 -2.7203 3.6690 0.191 0.172 0.038 -0.631
N 2.6916 -1.7068 3.2466 0.172 -0.301 -0.157 0.462
C 1.9474 -0.6819 2.7197 -0.117 -0.044 0.262 0.186
S 2.4429 0.7579 2.0077 -0.011 -0.087 0.005 -0.417
C 4.1859 -1.8259 3.2196 -0.185 0.035 0.068 1.304
C 4.5923 -3.1233 3.9123 -0.032 -0.078 -0.008 -2.138
C 4.8083 -0.6630 3.9888 -0.039 0.066 0.081 -1.619
C 4.6742 -1.8598 1.7752 -0.032 0.093 -0.106 -1.393
C -2.5571 -1.8227 1.6171 -0.003 0.084 0.230 0.183
S -2.0502 -2.1234 0.0340 0.006 0.252 -0.076 0.176
H -6.0387 -4.6695 2.4425 0.005 0.018 0.018 0.467
H -5.5793 -3.6142 3.7736 0.016 0.001 -0.016 0.403
H -4.3691 -4.6747 3.0305 -0.029 0.001 -0.011 0.371
H -5.5807 -4.2379 0.2350 0.009 -0.022 -0.002 0.570
H -3.8273 -4.3695 0.4845 -0.035 0.023 0.005 0.413
H -4.4885 -2.9711 -0.3575 -0.050 -0.040 0.052 0.343
H -6.9395 -2.4812 1.3298 0.034 0.018 0.006 0.462
H -5.7695 -1.2245 0.8830 -0.008 -0.010 0.014 0.234
H -6.2271 -1.4474 2.5808 0.006 -0.027 -0.021 0.336
H -4.4655 -1.8748 4.2682 -0.018 -0.007 -0.032 0.559
H -2.1893 -0.4048 4.5260 -0.006 -0.016 -0.051 0.660
H -0.3918 -0.1886 1.0486 0.350 -0.107 -0.384 -1.620
H 0.4419 1.0248 4.6118 -0.017 0.005 -0.045 0.676
H -0.0651 3.7066 4.6471 -0.024 0.007 -0.029 0.515
H -2.9820 4.8694 3.7685 0.008 0.025 -0.004 0.383
H -2.2483 6.4095 3.2902 0.011 -0.010 0.015 0.463
H -1.4465 5.3874 4.4826 -0.005 -0.002 -0.014 0.387
H -3.1231 4.4041 1.2332 0.029 0.034 0.003 0.388
H -1.6418 4.4090 0.2847 -0.019 0.057 0.119 -0.025
H -2.2469 5.9284 0.9740 -0.011 0.007 0.005 0.646
H 0.6905 5.2784 3.0723 -0.013 0.002 -0.009 0.356
H -0.0450 6.3522 1.8728 0.002 -0.021 0.012 0.474
H 0.5939 4.7666 1.3838 0.007 0.020 0.027 0.203
H -0.3586 -2.8021 3.6632 -0.027 0.007 -0.054 0.546
H 2.1751 -3.6342 4.1102 0.035 -0.009 -0.037 0.527
H 4.2135 -3.1698 4.9362 0.046 -0.001 -0.016 0.466
H 5.6811 -3.1518 3.9527 -0.011 -0.010 0.002 0.451
H 4.2618 -4.0056 3.3608 -0.012 0.034 0.010 0.438
H 4.4849 -0.6804 5.0339 0.018 -0.007 -0.037 0.387
H 4.5361 0.2961 3.5536 0.003 -0.038 -0.021 0.273
H 5.8943 -0.7737 3.9593 -0.019 0.036 0.027 0.493
H 4.2660 -2.7230 1.2504 -0.038 -0.053 -0.037 0.287
H 5.7634 -1.9400 1.7622 -0.025 0.001 0.024 0.522
H 4.3828 -0.9513 1.2482 0.022 -0.056 0.007 0.218
O 3.6047 -5.2669 -2.9608 -0.011 -0.043 0.098 -0.732
C 3.3413 -5.0538 -1.7636 0.177 -0.085 -0.020 0.369
O 3.6138 -5.6946 -0.7296 -0.020 0.003 -0.101 -0.730
C 2.5333 -3.7660 -1.5135 -0.106 0.055 0.028 0.002
C 1.8560 -3.5739 -0.3204 0.088 -0.013 0.097 -1.579
C 1.0862 -2.4458 -0.1332 -0.045 0.127 0.052 -0.365
N 0.9489 -1.5016 -1.0716 0.337 -0.184 -0.465 1.368
C 1.6564 -1.6610 -2.2094 0.061 0.067 0.049 0.251
C 2.4379 -2.7612 -2.4700 0.101 -0.055 -0.026 -0.648
C 1.5203 -0.5625 -3.2306 -0.217 -0.105 0.164 0.588
O 2.3584 -0.4059 -4.0798 -0.118 0.149 -0.371 -0.662
O 0.4097 0.1654 -3.1001 0.782 -0.579 -0.193 -0.549
H 1.9419 -4.3247 0.4534 -0.004 0.001 0.006 0.597
H 0.5390 -2.2940 0.7810 -0.025 -0.003 -0.010 0.275
H 2.9589 -2.8544 -3.4121 0.004 -0.008 0.005 0.695
C -0.9953 -3.9338 -5.3703 -0.032 0.070 0.037 -1.463
C -1.8509 -2.9884 -4.5685 0.107 -0.086 0.003 0.168
C -3.1949 -2.7754 -4.8172 -0.121 0.069 -0.039 -0.654
C -3.8999 -1.8999 -4.0106 -0.096 -0.135 -0.098 -0.821
C -3.2374 -1.2585 -2.9775 0.029 0.070 -0.166 0.025
Br -4.3201 -0.1255 -1.9090 0.076 -0.045 0.147 -0.054
N -1.9431 -1.4061 -2.7350 -0.387 0.086 -0.159 0.555
C -1.2977 -2.2699 -3.5211 0.175 -0.059 0.160 0.005
H -1.6111 -4.6325 -5.9359 0.000 -0.002 0.001 0.409
H -0.3295 -4.5066 -4.7233 -0.021 0.016 -0.006 0.364
H -0.3654 -3.3890 -6.0767 -0.029 0.009 0.011 0.276
H -3.6925 -3.2865 -5.6343 -0.006 -0.002 0.040 0.393
H -4.9519 -1.7110 -4.1643 0.001 -0.013 -0.009 0.489
H -0.2562 -2.4293 -3.2931 0.110 0.020 0.040 0.553
C 3.9614 5.0658 -6.1876 0.010 -0.010 0.046 -1.578
C 3.4209 4.4015 -4.9491 0.014 0.050 0.000 1.280
C 2.6090 3.2783 -5.0372 -0.015 -0.029 -0.037 -1.520
C 2.0877 2.6749 -3.9034 0.034 0.054 0.022 0.096
C 2.3964 3.2022 -2.6580 0.045 0.044 -0.093 -0.735
C 3.2099 4.3283 -2.5412 0.004 -0.117 -0.073 -0.878
C 3.7172 4.9150 -3.6856 0.022 0.013 -0.049 -0.825
S 1.7400 2.5297 -1.1631 -0.065 0.339 0.348 1.791
O 2.3927 3.2430 -0.1062 0.058 0.046 0.085 -0.772
O 1.9110 1.0486 -1.1351 -0.098 0.238 0.329 -0.434
N 0.1532 2.6232 -1.1236 0.312 0.000 -1.126 0.327
C -0.5999 3.4078 -2.1234 0.066 -0.024 0.551 -0.570
C -1.4733 2.4686 -2.9452 0.081 -0.194 0.345 0.529
O -1.8699 2.7603 -4.0420 -0.262 -0.051 -0.100 -0.754
O -1.7361 1.3459 -2.2867 -0.011 0.572 -0.677 -0.210
H 3.6658 4.5261 -7.0865 0.006 -0.002 0.020 0.347
H 5.0517 5.1163 -6.1621 -0.015 -0.007 0.005 0.353
H 3.5880 6.0887 -6.2683 0.007 -0.004 -0.007 0.332
H 2.3763 2.8551 -6.0076 -0.002 0.026 0.031 0.334
H 1.4575 1.8059 -4.0027 -0.025 0.004 0.021 0.532
H 3.4441 4.7137 -1.5594 -0.012 0.005 -0.008 0.624
H 4.3610 5.7837 -3.5990 -0.027 -0.007 -0.003 0.387
H 0.0451 3.9772 -2.7849 0.054 0.074 -0.064 0.367
H -1.2802 4.1078 -1.6350 0.025 0.034 0.058 0.191
```
Positions in Å, forces in eV/Å.

- Molar mass: 1133.2 g mol⁻¹
- 2S+1: 1
- Energy: -190578.7952 eV
- Charge: -1
- Orbital gap: 7.180 eV